Below is the molecule C6H4N2 in a non-equilibrium geometry, with properties calculated with ωB97M-V with the def2-TZVPD basis set.

Properties
Electronic energy: -340.39807 a.u.
Energy relative to the best compared isomer or geometry (same formula, charge and spin): 319.4 kJ/mol
Structure (SMILES): [H]/N=C1\C=C(C#C)C=N1
HOMO energy: -9.3 eV

Structure (ORCA input):
```
! RIJCOSX wB97M-V def2-TZVPD def2/J DEFGRID3
* xyz 0 1
C 1.55407 -0.45207 0.54877
C 0.65660 0.53680 0.08983
C -0.61321 0.01130 -0.07070
C -0.43084 -1.41855 0.64528
C -1.68175 0.54986 -0.75765
C -2.71497 1.01900 -1.20270
H 3.23728 0.62577 0.28238
H 0.97337 1.57536 -0.21773
H -1.15162 -2.12611 0.92712
H -3.42278 1.59133 -1.84993
N 2.79383 -0.35699 0.50941
N 0.80001 -1.55569 1.09591
*
```